<P>
Below is C3H6O3 in the gas phase, with properties calculated with wB97M-V/def2-TZVPD.

Computed properties:
2S+1   1
Orbital gap   11.2 eV

Last column: Mulliken charge in e.
CARTESIAN COORDINATES (ANGSTROEM)
1 C 1.94002 -0.34650 -0.11222  -0.6170
2 O 0.68822 -0.64805 0.52817  -0.3204
3 C -0.23488 0.26040 0.31699  0.8138
4 O 0.01853 1.34206 -0.20562  -0.6408
5 C -1.68587 -0.16140 0.40956  -0.2978
6 O -1.97768 0.15696 -0.93904  -0.5543
7 H 1.78118 -0.26437 -1.19223  0.2873
8 H 2.34495 0.59323 0.26345  0.2854
9 H 2.58504 -1.18829 0.12433  0.2247
10 H -1.79916 -1.21710 0.68969  0.2549
11 H -2.28032 0.44823 1.10758  0.2008
12 H -1.38003 1.02484 -0.99066  0.3634

---

<Q>
Below is a 2-piece molecular cluster, C3H6O3 overall, with properties calculated with wB97M-V/def2-TZVPD.

Computed properties:
2S+1   1
Orbital gap   9.8 eV

Last column: Mulliken charge in e.
CARTESIAN COORDINATES (ANGSTROEM)
1 C -1.62694 0.53904 -0.96533  -0.6014
2 C -1.85031 -0.52774 -0.18950  -0.1317
3 O -1.45828 -1.72340 -0.58924  -0.4759
4 H -1.26862 1.54711 -0.60309  0.2726
5 H -1.76694 0.58671 -2.06098  0.2266
6 H -2.26498 -0.55780 0.76252  0.3265
7 H -1.01552 -2.26452 0.05102  0.3807
8 O 2.17536 0.77464 1.60700  -0.4237
9 C 1.80259 0.94865 0.49219  0.1534
10 O 1.05994 0.08549 -0.25433  -0.4857
11 H 2.08377 1.93216 0.05013  0.3203
12 H 0.06415 -0.09721 -0.33122  0.4381

---

<R>
Below is C3H6O3 as an isolated structure, with properties calculated with wB97M-V/def2-TZVPD.

Computed properties:
2S+1   1
Orbital gap   9.1 eV

Last column: Mulliken charge in e.
CARTESIAN COORDINATES (ANGSTROEM)
1 C -0.06985 1.50003 -0.37023  -1.1239
2 C -0.39975 -0.92566 0.33325  0.5064
3 C 0.50472 0.17102 0.04731  0.2542
4 O -1.49673 -0.74157 1.05148  -0.4302
5 O -0.04183 -2.04568 -0.14185  -0.6029
6 O 1.58587 -0.39549 -0.72289  -0.7233
7 H -1.94297 -1.59254 1.18067  0.3660
8 H 1.07094 -1.57432 -0.67334  0.4785
9 H 1.41720 0.12400 0.74068  0.3606
10 H 0.70840 2.26039 -0.35953  0.2952
11 H -0.87646 1.78893 0.30204  0.3332
12 H -0.45954 1.43088 -1.38760  0.2861

---

<S>
Below is a 3-piece molecular cluster, C3H6O3 overall, with properties calculated with wB97M-V/def2-TZVPD.

Computed properties:
2S+1   1
Orbital gap   9.9 eV

Last column: Mulliken charge in e.
CARTESIAN COORDINATES (ANGSTROEM)
1 C -1.52148 -0.29802 -0.84260  -0.7448
2 C -0.50605 -0.20230 -1.68301  0.6434
3 O 0.26884 -0.31202 -2.56308  -0.3660
4 H -2.52107 -0.57382 -1.24002  0.2462
5 H -1.34922 0.07344 0.20761  0.2255
6 C 1.68105 -2.83998 -0.64295  0.0784
7 O 1.45971 -4.00755 -0.77356  -0.4078
8 H 1.08789 -2.08290 -0.09202  0.1061
9 H 2.53161 -2.22934 -0.95453  0.2189
10 O -0.52379 4.42989 3.02169  -0.6475
11 H -0.87728 3.52298 3.10743  0.3216
12 H 0.26979 4.51962 2.45504  0.3258

---

Which is the most stable structure? <P> is the most stable.

---

<P>
Below is C3H6O3 in the gas phase, with properties calculated with wB97M-V/def2-TZVPD.

Computed properties:
2S+1   1
Orbital gap   10.5 eV

Last column: Mulliken charge in e.
CARTESIAN COORDINATES (ANGSTROEM)
1 C 0.18822 1.52541 0.47818  -1.1427
2 C -0.78014 0.42190 0.14044  0.7541
3 O -1.97934 0.52416 0.40578  -0.5568
4 C -0.18628 -0.86453 -0.47780  -0.0265
5 O 0.12631 -1.82591 0.50318  -0.5233
6 O 0.97970 -0.69133 -1.24114  -0.5096
7 H -0.35954 2.39268 0.85746  0.3278
8 H 0.73096 1.82949 -0.42032  0.3382
9 H 0.88620 1.18039 1.24439  0.3013
10 H -0.95562 -1.26647 -1.14752  0.3869
11 H -0.33591 -2.63955 0.23744  0.3317
12 H 1.68549 -0.58622 -0.58008  0.3190

---

<Q>
Below is C3H6O3 in the gas phase, with properties calculated with wB97M-V/def2-TZVPD.

Computed properties:
2S+1   1
Orbital gap   11.0 eV

Last column: Mulliken charge in e.
CARTESIAN COORDINATES (ANGSTROEM)
1 C -1.79793 -1.01991 0.11544  -0.6794
2 O -0.86659 0.10047 0.21675  -0.3940
3 C 0.35622 -0.32649 -0.31043  0.5180
4 O 0.43779 -1.26567 -1.15816  -0.5632
5 C 1.45161 0.62658 0.16398  -0.1822
6 O 0.76672 1.82559 0.86884  -0.5730
7 H -2.37217 -0.87278 -0.82738  0.2807
8 H -2.75438 -0.79937 0.79030  0.2393
9 H -1.38519 -1.94454 0.36287  0.3529
10 H 1.73324 1.04233 -0.98323  0.1887
11 H 2.31636 0.15258 0.59451  0.3146
12 H -0.30064 1.45762 0.82964  0.4977

---

<R>
Below is a 2-piece molecular cluster, C3H6O3 overall, with properties calculated with wB97M-V/def2-TZVPD.

Computed properties:
2S+1   1
Orbital gap   10.3 eV

Last column: Mulliken charge in e.
CARTESIAN COORDINATES (ANGSTROEM)
1 O 0.21580 1.83807 -0.09395  -0.5077
2 C 0.04004 0.66155 -0.26878  0.1364
3 C -1.19508 -0.13253 0.11168  -0.2866
4 O -2.05877 0.05932 -0.99431  -0.5000
5 H 0.73480 0.04362 -0.90138  0.3140
6 H -0.97651 -1.20198 0.16605  0.2422
7 H -1.62893 0.18823 1.06559  0.2786
8 H -2.24797 1.00696 -1.02655  0.3314
9 C 1.90581 -0.62354 0.57181  -0.2447
10 O 1.15446 -0.42070 1.50005  -0.4126
11 H 2.56259 0.16240 0.15311  0.3287
12 H 1.96080 -1.60896 0.07394  0.3203

---

Which is the most stable structure? <P> is the most stable.

---

<P>
Below is a 2-piece molecular cluster, C2H2Cl2O2S overall, with properties calculated with wB97M-V/def2-TZVPD.

Computed properties:
2S+1   1
Orbital gap (alpha / beta)   8.1 / 8.1 eV

Last column: Mulliken charge in e.
CARTESIAN COORDINATES (ANGSTROEM)
1 C 1.32777 1.04780 -0.13520  -0.3155
2 C 0.54600 0.50634 0.73970  0.2186
3 O -1.45930 -1.99763 0.75427  -0.4293
4 O -2.53058 -0.02889 -0.44099  -0.4137
5 S -1.38474 -0.82498 -0.08832  0.8064
6 Cl 0.41806 0.56266 2.37290  -0.0865
7 Cl -0.25883 -1.31201 -1.90025  -0.2266
8 H 2.37797 1.33218 -0.15725  0.3060
9 H 0.96364 0.71453 -1.14486  0.1407

---

<Q>
Below is C2H2Cl2O2S in the gas phase, with properties calculated with wB97M-V/def2-TZVPD.

Computed properties:
2S+1   1
Orbital gap   9.4 eV

Last column: Mulliken charge in e.
CARTESIAN COORDINATES (ANGSTROEM)
1 C -0.45764 -0.88015 0.71240  -0.5199
2 C -0.23958 0.33716 -0.38653  0.5637
3 O 0.06458 -1.97642 2.81978  -0.4667
4 O 0.30795 1.36130 0.24641  -0.4029
5 S 0.37989 -0.81717 2.11883  0.4007
6 Cl 0.64033 -0.35220 -1.77034  -0.1420
7 Cl -1.80400 0.89385 -1.04071  -0.1730
8 H -0.92893 -1.73161 0.41348  0.3977
9 H 0.26910 2.08983 -0.39120  0.3422

---

Which is the most stable structure? <Q> is the most stable.

---

<P>
Below is a 3-piece molecular cluster, C2H10NO3 overall, with properties calculated with wB97M-V/def2-TZVPD.

Computed properties:
2S+1   1
Charge   +1
Orbital gap   11.2 eV

Last column: Mulliken charge in e.
CARTESIAN COORDINATES (ANGSTROEM)
1 O 2.35707 -0.57607 0.80083  -0.3999
2 C 1.55452 -0.30232 1.66649  0.0998
3 C 0.07708 -0.08012 1.16163  -0.4905
4 N 0.17481 0.41553 -0.24469  -0.2373
5 H 1.90159 -0.20321 2.82254  0.3242
6 H -0.33466 0.70940 1.84155  0.3245
7 H -0.51978 -0.92658 1.36709  0.3655
8 H -0.53105 1.12930 -0.49388  0.3170
9 H 0.41911 -0.36335 -1.00343  0.3129
10 H 0.99430 1.04623 -0.29595  0.4188
11 H 0.95828 -2.88324 -1.76723  0.3074
12 H 1.36687 -1.71053 -2.66537  0.3124
13 O 0.88128 -1.93285 -1.87913  -0.6564
14 H -3.46666 1.85361 -1.12554  0.2977
15 H -2.98400 2.17414 0.29270  0.3232
16 O -2.84876 1.65007 -0.47762  -0.6193

---

<Q>
Below is a 3-piece molecular cluster, C2H10NO3 overall, with properties calculated with wB97M-V/def2-TZVPD.

Computed properties:
2S+1   1
Charge   +1
Orbital gap   11.8 eV

Last column: Mulliken charge in e.
CARTESIAN COORDINATES (ANGSTROEM)
1 O 0.51697 -1.26692 2.28918  -0.4323
2 C 1.28619 -1.35012 1.37875  0.1705
3 C 0.88407 -0.95577 -0.02038  -0.5512
4 N -0.53074 -0.42075 0.06803  -0.2317
5 H 2.28928 -1.78625 1.49822  0.3854
6 H 1.46188 -0.25498 -0.60557  0.3424
7 H 0.80868 -1.91783 -0.53984  0.3627
8 H -0.60401 0.02263 0.98445  0.3409
9 H -0.81717 0.15649 -0.72290  0.2407
10 H -1.21077 -1.17976 0.04125  0.3626
11 H -2.10807 -0.02070 -3.28512  0.3168
12 H -2.06323 1.45872 -3.32550  0.3203
13 O -1.77394 0.72140 -2.76420  -0.6431
14 H 1.18940 2.58013 1.22070  0.3264
15 H 0.33503 2.05817 2.37149  0.3366
16 O 0.33643 2.15554 1.41142  -0.6472

---

Which is the most stable structure? <Q> is the most stable.

---

<P>
Below is a 2-piece molecular cluster, C5H11O overall, with properties calculated with wB97M-V/def2-TZVPD.

Computed properties:
2S+1   1
Charge   -1
Orbital gap   6.4 eV

Last column: Mulliken charge in e.
CARTESIAN COORDINATES (ANGSTROEM)
1 C 2.01430 1.58308 1.83500  -0.7910
2 O 0.96607 0.87510 1.35900  -0.7568
3 H 3.01479 1.17850 1.53416  0.1971
4 H 2.03272 2.65322 1.49705  0.1867
5 H 2.05765 1.64371 2.95479  0.1903
6 C 0.22643 -2.14844 -1.41492  -1.1727
7 C -0.28617 -0.94436 -0.67303  0.1651
8 C -1.42927 -0.33313 -0.94297  -0.3324
9 C -1.90751 0.82322 -0.09942  -0.9124
10 H -0.57266 -2.68573 -1.93465  0.3037
11 H 1.00037 -1.89672 -2.14200  0.2444
12 H 0.69370 -2.83383 -0.70438  0.3082
13 H 0.40431 -0.50578 0.05582  0.3506
14 H -2.10597 -0.73352 -1.69887  0.2773
15 H -1.04214 1.29436 0.36800  0.2205
16 H -2.48418 1.54954 -0.68214  0.3169
17 H -2.58243 0.48078 0.68856  0.2045

---

<Q>
Below is an isolated ion of composition C5H11O and charge -1, with properties calculated with wB97M-V/def2-TZVPD.

Computed properties:
2S+1   1
Charge   -1
Orbital gap   6.4 eV

Last column: Mulliken charge in e.
CARTESIAN COORDINATES (ANGSTROEM)
1 C -0.88005 0.74754 -1.49949  -1.5711
2 C -0.57686 0.05757 -0.27882  0.8309
3 C -0.41409 -1.49261 -0.54687  -1.2489
4 C 0.67813 0.70981 0.44195  -1.0052
5 C 1.10371 0.14005 1.86309  -0.4321
6 O 0.03568 -0.54723 2.39429  -0.8666
7 H -1.61512 0.21267 -2.06327  0.4001
8 H 0.04808 0.92395 -2.17602  0.2730
9 H -1.26535 1.70258 -1.27526  0.4395
10 H -1.25228 0.17899 0.60401  0.2121
11 H -0.00496 -1.76808 -1.55294  0.2937
12 H 0.20873 -1.75281 0.30417  0.3951
13 H -1.35769 -2.15395 -0.47622  0.2330
14 H 0.36995 1.72584 0.61039  0.3159
15 H 1.45747 0.74638 -0.32173  0.3395
16 H 1.99902 -0.56523 1.68413  0.1440
17 H 1.46564 1.13453 2.28860  0.2470

---

Which is the most stable structure? <P> is the most stable.

---

<P>
Below is C3H4FN3S in the gas phase, with properties calculated with wB97M-V/def2-TZVPD.

Computed properties:
2S+1   1
Orbital gap   10.2 eV

Last column: Mulliken charge in e.
CARTESIAN COORDINATES (ANGSTROEM)
1 F -1.04535 2.22033 0.16391  -0.2568
2 C -0.07517 1.38345 0.75175  -0.4112
3 C 0.34972 0.17248 -0.05626  0.4243
4 C 1.64544 -0.37222 -0.42595  -0.3001
5 N 1.36950 -1.53378 -1.08708  -0.2569
6 N 0.16164 -1.84287 -1.04712  -0.3051
7 N -0.54214 -0.77288 -0.43677  0.2790
8 S -2.27963 -0.76060 -0.55144  -0.1165
9 H -0.47908 0.92994 1.75666  0.1988
10 H 0.71481 2.03804 1.02125  0.3013
11 H 2.74886 0.07792 -0.63038  0.2792
12 H -2.56860 -1.53982 0.54144  0.1642

---

<Q>
Below is C3H4FN3S in the gas phase, with properties calculated with wB97M-V/def2-TZVPD.

Computed properties:
2S+1   1
Orbital gap   9.0 eV

Last column: Mulliken charge in e.
CARTESIAN COORDINATES (ANGSTROEM)
1 N 2.78910 0.25906 0.00954  -0.8063
2 N 1.44453 -0.18811 0.06437  0.3557
3 C 0.99151 -1.44908 0.06781  0.0339
4 N -0.31460 -1.51263 -0.10361  -0.6241
5 C -0.75664 -0.22456 -0.11100  0.2063
6 S -2.53602 -0.00033 0.03590  -0.2565
7 C 0.29655 0.63165 -0.03498  0.3702
8 F 0.48142 1.95472 -0.04695  -0.2830
9 H 3.19971 -0.08320 0.88804  0.2750
10 H 3.22787 -0.23374 -0.74258  0.2642
11 H 1.78203 -2.25848 0.06581  0.3356
12 H -2.58781 1.33192 0.31384  0.1288

---

Which is the most stable structure? <Q> is the most stable.

---

<P>
Below is a 2-piece molecular cluster, C2H3FS overall, with properties calculated with wB97M-V/def2-TZVPD.

Computed properties:
2S+1   1
Orbital gap   10.3 eV

Last column: Mulliken charge in e.
CARTESIAN COORDINATES (ANGSTROEM)
1 C -0.40451 -0.53302 0.51300  -0.6733
2 C 0.33148 0.44721 -0.34082  0.1969
3 F 0.94315 1.61258 0.08313  -0.2265
4 S 1.24847 -0.99373 -0.12280  -0.1056
5 H -0.43211 -0.17750 1.48432  0.2951
6 H -1.28584 -0.90380 -0.00784  0.2861
7 H -0.40066 0.54826 -1.60900  0.2273

---

<Q>
Below is C2H3FS in the gas phase, with properties calculated with wB97M-V/def2-TZVPD.

Computed properties:
2S+1   1
Orbital gap   9.3 eV

Last column: Mulliken charge in e.
CARTESIAN COORDINATES (ANGSTROEM)
1 C 0.18167 0.49829 -0.72335  -0.8665
2 C -0.18297 -0.45946 0.80933  0.3317
3 F -0.55566 0.29044 1.86023  -0.1781
4 S 0.10056 -2.03346 0.90583  -0.2283
5 H -0.55812 0.08080 -1.33352  0.2987
6 H 1.02211 0.18070 -1.23516  0.3398
7 H -0.00759 1.44270 -0.28337  0.3028

---

Which is the most stable structure? <Q> is the most stable.